No. 1
11
Properties=species:S:1:pos:R:3:forces:R:3:nbo_charge:R:1 method="wB97M-V/def2-TZVPD" e_lumo_ev="0.95 / -2.10" homo_energy_ev="-6.9 / -10.0" energy_ha=-554.00510 multiplicity=3 relative_energy_kcal_mol=0.00
C -0.761725 1.032056 -0.998940 -1.24 -0.19 0.53 -0.2534
C -1.228927 0.460894 -0.051497 0.43 -0.79 1.18 0.0029
C 1.888765 -0.316819 -0.797654 -0.29 -0.24 0.73 -0.7811
C -1.371742 -0.287374 1.235284 0.63 -0.12 -0.87 -0.6902
S 3.392898 -0.104346 -0.227607 1.69 0.25 0.64 0.3287
H -0.689444 1.588304 -1.874273 0.47 0.52 -0.89 0.2279
H 1.693657 -0.220692 -1.808962 -0.43 0.17 -1.86 0.2238
H 1.135453 -0.692901 -0.158210 -0.62 -0.32 0.48 0.2270
H -2.244939 0.024263 1.804851 0.09 -0.07 0.00 0.2406
H -0.445436 -0.097146 1.793007 -0.36 0.16 0.18 0.2373
H -1.368562 -1.386239 1.084002 -0.36 0.63 -0.12 0.2364

---

No. 2
111
Properties=species:S:1:pos:R:3:forces:R:3:lowdin_charge:R:1 method="wB97M-V/def2-TZVPD" e_lumo_ev=2.02 homo_energy_ev=-4.6 charge=-1 energy_ha=-2147.92475
C 2.542303 2.528643 0.321591 -0.03 0.02 0.11 -0.1328
C 2.422993 2.097198 -1.138384 -0.04 -0.10 -0.18 -0.2916
C 1.165687 2.633874 -1.835663 -0.09 0.05 0.02 -0.1801
B 1.075954 2.538144 -3.478542 0.06 0.00 0.09 -0.5603
C 0.596987 1.057333 -3.967828 0.05 -0.19 0.01 -0.1631
O 1.204210 -0.102253 -3.320530 -0.02 -0.08 -0.13 -0.1928
C 2.502315 -0.395606 -3.766787 -0.05 0.08 0.03 -0.3176
C 2.750498 -1.888900 -3.613986 0.07 -0.05 0.03 -0.0767
C 2.506077 2.969248 -4.231803 0.09 0.06 0.00 -0.2605
C 2.920002 4.353054 -3.842304 -0.11 -0.12 0.09 -0.7289
C 1.937985 5.450637 -4.200697 -0.06 -0.01 0.02 -0.1906
I 4.912524 4.918636 -4.742486 0.03 -0.02 -0.05 0.5398
H 3.246151 1.915234 0.892907 0.02 0.04 -0.04 0.0551
H 1.571570 2.450032 0.821095 0.04 -0.05 0.00 0.0665
H 2.862836 3.573212 0.406144 -0.04 -0.02 -0.05 0.0640
H 2.406380 1.004112 -1.197063 -0.01 0.02 0.02 0.0951
H 3.324132 2.401505 -1.686806 -0.01 0.03 0.08 0.0919
H 0.311790 2.070400 -1.425139 -0.01 0.10 0.04 0.0899
H 1.003432 3.673381 -1.498691 0.09 -0.02 -0.04 0.0793
H 0.191461 3.309336 -3.866832 0.02 -0.05 -0.04 0.0864
H 0.729322 0.906643 -5.056175 -0.07 0.08 0.03 0.0931
H -0.473187 0.914474 -3.773416 0.03 0.08 0.04 0.0807
H 2.603687 -0.083737 -4.816369 0.09 -0.07 0.00 0.1152
H 3.258303 0.167548 -3.200762 -0.07 0.02 0.03 0.1004
H 3.817689 -2.113408 -3.533711 -0.02 0.03 -0.05 0.0657
H 2.360687 -2.460998 -4.456393 -0.08 0.02 0.03 0.0540
H 2.261047 -2.242002 -2.703326 0.04 0.04 0.00 0.0711
H 3.305255 2.268607 -3.966858 -0.03 0.05 -0.01 0.0655
H 2.379530 2.908391 -5.320717 -0.03 0.04 0.04 0.0930
H 3.198542 4.394313 -2.789813 0.00 0.09 -0.07 0.0529
H 1.120613 5.411031 -3.475454 0.01 -0.01 -0.05 0.0656
H 1.501091 5.262875 -5.183536 0.08 0.04 -0.01 0.0804
H 2.383890 6.444994 -4.186266 0.00 -0.04 0.06 0.0401
C 3.449791 -5.343528 -8.196467 -0.01 -0.01 0.01 -0.1735
C 4.812577 -5.741008 -7.630908 0.01 0.02 -0.01 -0.1752
C 4.989127 -4.708468 -6.522837 0.01 -0.02 -0.02 -0.2078
O 3.680986 -4.419388 -6.039644 0.00 -0.03 0.04 -0.1445
C 2.700752 -4.946507 -6.929170 -0.01 0.03 -0.04 -0.2074
H 2.953115 -6.143960 -8.744148 0.00 0.00 0.00 0.1071
H 3.553140 -4.483220 -8.860614 0.00 0.00 0.00 0.1128
H 4.769912 -6.748317 -7.210834 -0.01 0.00 0.00 0.1100
H 5.616145 -5.707921 -8.366089 0.00 0.00 0.00 0.1073
H 5.445136 -3.791290 -6.911380 -0.01 0.01 0.01 0.1188
H 5.595851 -5.065634 -5.689229 0.00 -0.01 -0.01 0.1159
H 2.219911 -5.816872 -6.468024 0.01 0.00 0.01 0.1158
H 1.939943 -4.183055 -7.096488 0.00 -0.01 -0.01 0.1191
C 3.784197 0.747876 5.281973 -0.02 0.04 -0.02 -0.1690
C 3.096086 2.088178 5.543078 0.00 -0.01 -0.02 -0.1725
C 2.524139 2.409185 4.164945 0.01 0.03 0.03 -0.2146
O 2.216306 1.157927 3.565222 -0.08 -0.04 -0.02 -0.1466
C 2.812976 0.093408 4.305304 0.06 -0.02 -0.04 -0.2037
H 3.938558 0.151560 6.181177 0.00 0.01 0.00 0.1066
H 4.753323 0.912773 4.806143 0.00 -0.01 0.00 0.1109
H 2.288459 1.961620 6.268055 0.00 0.00 0.00 0.1084
H 3.769365 2.863164 5.909286 0.00 -0.01 0.00 0.1061
H 3.253095 2.942708 3.544459 0.01 -0.01 0.00 0.1148
H 1.612773 3.008400 4.207588 0.01 0.00 0.00 0.1171
H 2.029645 -0.469069 4.818214 0.00 -0.01 0.03 0.1014
H 3.306817 -0.578331 3.599763 0.01 0.00 0.02 0.1202
C -0.874690 -3.047233 2.461228 0.01 0.03 -0.04 -0.1627
C -1.847150 -2.150098 3.223264 -0.03 -0.01 0.02 -0.1691
C -1.149185 -2.014386 4.571067 0.00 0.14 -0.10 -0.2002
O 0.252452 -2.081797 4.293673 0.01 -0.10 0.13 -0.1609
C 0.465035 -2.511515 2.946741 0.02 0.02 -0.02 -0.2014
H -0.977156 -2.976451 1.378763 0.00 -0.01 0.00 0.1116
H -1.001445 -4.091846 2.755401 0.00 0.00 0.01 0.1112
H -1.926322 -1.176720 2.738754 -0.01 0.00 -0.01 0.1105
H -2.853471 -2.560956 3.306551 0.01 -0.01 0.01 0.1071
H -1.426028 -2.810806 5.266806 0.02 -0.03 -0.02 0.1080
H -1.354399 -1.054905 5.052999 -0.03 -0.02 0.01 0.1169
H 0.789082 -1.659573 2.340438 0.00 0.01 0.01 0.1224
H 1.259044 -3.260270 2.945964 -0.01 0.00 -0.01 0.1168
C -3.145278 -1.411236 9.413748 -0.02 0.01 -0.02 -0.1724
C -1.969042 -0.545728 8.964078 0.01 0.00 0.00 -0.1679
C -1.036532 -1.588467 8.359865 0.01 0.03 -0.06 -0.2010
O -1.879850 -2.610713 7.827821 -0.01 -0.09 0.04 -0.1547
C -3.218721 -2.426120 8.279167 0.00 0.04 0.02 -0.2086
H -4.073025 -0.853544 9.537276 0.00 0.00 0.01 0.1088
H -2.913210 -1.909597 10.357333 0.01 0.00 0.00 0.1111
H -2.292226 0.162963 8.199002 0.00 0.00 0.00 0.1139
H -1.502832 0.013047 9.774653 0.00 0.00 0.00 0.1093
H -0.381014 -2.021866 9.123029 -0.01 -0.01 0.00 0.1170
H -0.414516 -1.200916 7.551600 0.00 0.01 0.01 0.1127
H -3.832342 -2.043207 7.455216 0.01 -0.01 -0.01 0.1167
H -3.618764 -3.394314 8.584433 0.00 0.01 0.01 0.1151
C -5.785433 -1.432270 0.562267 0.00 0.02 -0.01 -0.1672
C -6.687367 -0.833999 1.641060 0.01 -0.02 0.02 -0.1721
C -5.687860 -0.591023 2.766558 -0.03 -0.01 -0.04 -0.2140
O -4.446440 -0.296450 2.136338 0.01 0.06 0.06 -0.1533
C -4.511548 -0.616504 0.745271 0.03 -0.04 -0.02 -0.1944
H -6.193541 -1.348581 -0.444058 0.00 0.00 0.00 0.1103
H -5.595340 -2.487346 0.770580 0.00 0.00 0.00 0.1120
H -7.111642 0.111945 1.298486 0.00 0.00 0.00 0.1118
H -7.504281 -1.490200 1.940138 0.00 0.00 0.00 0.1074
H -5.578495 -1.486723 3.390646 0.02 0.00 0.00 0.1122
H -5.957348 0.245565 3.413625 -0.01 0.00 -0.01 0.1149
H -4.545068 0.308559 0.161123 0.00 0.01 0.01 0.1159
H -3.604912 -1.158799 0.473358 -0.01 0.00 -0.01 0.1168
C -4.105573 2.950534 -2.634320 0.04 -0.06 0.05 -0.1777
C -4.030733 4.335124 -3.269490 0.02 0.05 -0.01 -0.1752
C -2.775572 4.199809 -4.122931 0.11 0.00 0.01 -0.2077
O -2.740247 2.842131 -4.557556 -0.23 0.00 -0.11 -0.1395
C -3.636328 2.058162 -3.779532 0.11 -0.03 0.05 -0.2123
H -5.098145 2.683932 -2.269636 -0.01 0.00 -0.01 0.1021
H -3.400682 2.887208 -1.802959 -0.01 0.00 0.01 0.1138
H -4.906694 4.518088 -3.897296 -0.01 -0.01 0.00 0.1071
H -3.954146 5.140658 -2.539132 0.00 0.01 -0.01 0.1072
H -1.870331 4.411404 -3.545075 0.00 -0.02 -0.01 0.1058
H -2.778628 4.841990 -5.005618 -0.01 0.00 0.01 0.1159
H -4.480093 1.737304 -4.404017 0.00 0.02 -0.01 0.1111
H -3.105848 1.169553 -3.431476 -0.01 -0.01 -0.01 0.1110

---

No. 3
10
Properties=species:S:1:pos:R:3:forces:R:3:nbo_charge:R:1 method="wB97M-V/def2-TZVPD" e_lumo_ev=-0.30 homo_energy_ev=-10.7 energy_ha=-305.19231 relative_energy_kcal_mol=54.69
C -0.882833 1.084037 1.940011 0.33 0.65 -0.32 -0.1320
C -0.233557 0.964487 0.934512 -0.64 -0.33 0.45 -0.1252
C 0.479725 0.592818 -0.257847 0.14 -0.06 -0.18 0.4657
O 1.568095 1.076136 -0.500460 -0.68 -0.44 -0.12 -0.4735
C -0.118440 -0.523047 -1.158882 -0.02 0.32 -0.20 -0.1458
O 0.815296 -1.580124 -1.172591 0.26 -0.02 0.05 -0.6861
H -1.353859 1.451422 2.817610 -0.17 -0.27 0.19 0.2416
H -1.115655 -0.963508 -0.951127 0.42 0.84 0.52 0.1892
H -0.179252 -0.043764 -2.140593 0.10 -0.24 -0.18 0.1957
H 1.345243 -1.451103 -0.378516 0.28 -0.44 -0.21 0.4704